1.
Molecular formula: C4H7BrN2S
Method: DFT, the ωB97M-V functional and the def2-TZVPD basis

```
! wB97M-V def2-TZVPD RIJCOSX def2/J DEFGRID3
* xyz 0 1
C 0.653 -1.079 -0.123
C -0.009 0.282 -0.272
C 0.988 1.296 -0.710
Br 0.146 3.049 -0.805
N -1.148 0.105 -0.984
N -2.245 0.097 -0.508
C -2.414 0.232 0.936
S -0.905 0.764 1.746
H 0.870 -1.385 -1.159
H -0.184 -1.787 0.333
H 1.520 -0.946 0.609
H 1.399 0.989 -1.650
H 1.895 1.292 -0.200
H -3.273 0.819 1.020
H -2.886 -0.776 1.216
*
```

SMILES = C[C@@]1(CBr)N=NCS1
Calculated total energy = -3238.2297 Eh

***

2.
Molecular formula: C5H9NO2
Method: DFT, the ωB97M-V functional and the def2-TZVPD basis

```
! wB97M-V def2-TZVPD RIJCOSX def2/J DEFGRID3
* xyz 0 1
C -2.317 0.990 0.877
C -0.996 0.589 0.323
C -0.715 -0.376 -0.513
C 0.856 -0.659 -0.951
N 1.292 0.381 -1.849
C 1.548 -0.671 0.371
O 1.713 0.339 1.045
O 1.667 -1.900 0.899
H -2.564 2.006 0.559
H -3.108 0.318 0.539
H -2.284 0.981 1.966
H -0.072 1.037 0.838
H -1.388 -1.088 -0.951
H 0.924 -1.634 -1.436
H 1.221 1.288 -1.402
H 2.256 0.235 -2.134
H 1.967 -1.837 1.819
*
```

SMILES = C/C=C/[C@@H](N)C(=O)O
Calculated total energy = -401.1313 Eh

***

3.
Molecular formula: C2H5NO2S
Method: DFT, the ωB97M-V functional and the def2-TZVPD basis

```
! wB97M-V def2-TZVPD RIJCOSX def2/J DEFGRID3
* xyz 0 1
C 0.967 -0.880 0.840
O 0.378 0.444 1.093
C -0.660 0.901 0.402
S -1.630 2.156 0.927
N -0.946 0.345 -0.800
O 0.182 0.334 -1.638
H 0.200 -1.644 0.617
H 1.407 -1.134 1.773
H 1.735 -0.790 0.086
H -1.744 0.832 -1.241
H 0.113 -0.564 -2.060
*
```

SMILES = COC(=S)NO
Calculated total energy = -682.5443 Eh